[1]
C2H5BS2 | the ωB97M-V functional and the def2-TZVPD basis

XYZ file:
```
10
Properties=species:S:1:pos:R:3:forces:R:3
S 1.5044 -1.3835 -0.1222 0.91 0.54 0.56
S -1.7656 -0.7690 0.0381 -0.55 0.90 0.16
C -0.4751 0.4748 -0.3494 -2.38 1.69 -0.15
C 0.8526 0.2921 0.2542 0.58 0.34 -0.43
B -0.7639 -2.0854 0.0980 0.45 0.40 -0.40
H -1.0184 1.4006 -0.0491 0.94 -0.25 0.00
H -1.0163 -3.1477 0.1991 -0.50 -2.63 0.46
H -0.3780 0.5484 -1.4103 -0.09 -0.15 -0.88
H 0.7978 0.5668 1.3170 0.56 -0.55 -0.11
H 1.5070 0.9840 -0.3087 0.08 -0.29 0.81
```
Positions in Å, forces in eV/Å.

Its LUMO energy (alpha / beta) is 0.63 / -2.64 eV. Its expectation value of S² is 2.01. The value obtained for the energy above the lowest of the compared OMol25 structures with the same formula, charge and spin is 23.8 kJ/mol. The spin multiplicity is 3. The value obtained for the HOMO energy (alpha / beta) is -4.9 / -9.9 eV.


[2]
C3H7O2 | the ωB97M-V functional and the def2-TZVPD basis

XYZ file:
```
12
Properties=species:S:1:pos:R:3:forces:R:3
O -0.6934 -0.4206 -0.7278 0.13 0.41 0.20
O 0.8148 0.9781 0.0798 0.52 0.61 0.79
C 0.5324 0.9820 -2.2609 -0.34 0.82 0.86
C -0.5151 -1.0724 2.2869 0.07 -0.07 0.57
C 0.1293 0.4591 -0.8701 -0.79 -1.26 -1.89
H 1.1544 1.8722 -2.1670 0.37 -0.25 -0.21
H -0.3801 1.3168 -2.7551 -0.08 -0.30 0.03
H 0.9895 0.1622 -2.8017 0.17 0.04 -0.05
H -0.0406 -1.8357 2.9041 0.06 -0.10 -0.18
H 0.2497 -0.4704 1.8045 0.02 -0.01 0.05
H -1.1516 -1.5191 1.5322 -0.03 0.00 0.03
H -1.0894 -0.4521 2.9752 -0.10 0.10 -0.20
```
Positions in Å, forces in eV/Å.

Its LUMO energy (alpha / beta) is 0.83 / -3.19 eV. Its expectation value of S² is 0.75. The value obtained for the energy above the lowest of the compared OMol25 structures with the same formula, charge and spin is 0.0 kJ/mol. The spin multiplicity is 2. The value obtained for the HOMO energy (alpha / beta) is -10.8 / -10.6 eV.


[3]
C2H4N2OS2 | the ωB97M-V functional and the def2-TZVPD basis

XYZ file:
```
11
Properties=species:S:1:pos:R:3:forces:R:3
S 3.4624 -0.0685 0.0166 -0.63 1.98 -0.06
S -3.2940 -0.2872 -0.0050 1.04 -0.79 0.24
O -0.3446 -0.4791 -0.0252 -0.74 -0.05 -0.42
N -2.1549 0.9319 0.0382 0.60 0.77 -0.47
N 1.7392 0.3352 -0.0077 1.69 -1.02 -0.40
C 0.9928 -0.6852 -0.0422 -0.72 3.49 0.69
C -0.9001 0.8220 -0.0418 -1.42 -2.55 0.88
H 3.8415 1.2818 -0.0607 -0.30 -1.53 0.10
H 1.2509 -1.6803 0.0919 0.41 -1.97 -0.14
H -0.2244 1.6072 0.1041 0.81 1.09 -0.19
H -2.4522 -1.3753 0.1709 -0.74 0.57 -0.21
```
Positions in Å, forces in eV/Å.

The structure (SMILES) is S/N=C\O/C=N/S. Its LUMO energy is 0.70 eV. The value obtained for the energy above the lowest of the compared OMol25 structures with the same formula, charge and spin is 219.5 kJ/mol. The value obtained for the HOMO energy is -8.8 eV.